--- 1 ---
Formula: C32H35N5O8PS3SbW
Source: the OMol25 dataset
Level of theory: the ωB97M-V functional and the def2-TZVPD basis

Its spin multiplicity is 2. As for the charge: +1. For the frontier orbital gap (alpha / beta), the calculation gives 5.254 / 5.516 eV. The calculation puts the LUMO energy (alpha / beta) at -5.13 / -5.02 eV.

Geometry as XYZ:
```
86
Properties=species:S:1:pos:R:3:lowdin_charge:R:1
C -4.49695 1.26213 -0.96009 -0.023
H 1.07649 3.13687 0.02202 0.066
C 0.18453 -1.47626 -2.88001 -0.111
O 1.78519 -1.31879 -1.16851 -0.287
N -0.73466 -2.69976 1.73426 -0.086
H -1.65360 4.82177 -1.83385 0.104
O 1.29546 -0.06738 -7.19658 0.088
W 0.64128 -1.23783 0.63091 1.626
C -1.96266 3.85935 -1.42200 -0.024
H -0.62662 4.20030 1.72425 0.071
C 0.40243 3.48578 -0.75877 -0.019
H 0.66325 3.73581 4.20424 0.119
C -0.14330 -1.31308 -4.23706 0.074
H 0.68710 4.50042 -1.04012 0.104
C -1.27652 -2.28929 2.84717 -0.383
H -0.90879 5.49402 0.53799 0.104
C 4.48658 -0.10974 2.27107 -0.089
N 0.43976 -0.56731 -6.48568 -0.343
H -3.18449 -1.86789 -0.35740 0.077
O -0.62378 -2.08061 -0.77479 -0.200
C 2.08509 -0.47973 -4.60637 0.046
C 6.47448 -0.99982 1.24575 -0.076
C 2.42573 -0.65699 -3.29975 0.048
H 2.79633 -0.08747 -5.31751 0.129
H -3.41607 -1.37412 -2.87740 0.071
H 7.53961 -1.20642 1.28246 0.110
H -4.22533 1.69784 0.00307 0.093
H 6.40980 -0.08647 3.19179 0.112
C 4.35491 -1.11296 0.09896 -0.053
C 0.79070 -0.80607 -5.06774 -0.127
C 1.46703 -1.14132 -2.38260 -0.319
C 1.87276 0.86633 1.92489 -0.275
C -3.90213 -1.05191 -0.25029 -0.021
H 3.77845 -1.41693 -0.74751 0.069
H -1.68326 -2.40539 -2.39839 0.142
O -1.25714 -0.27740 0.97784 -0.322
H -3.63087 0.31075 -3.41047 0.104
C -0.75562 -2.00147 -1.99964 -0.136
O -2.17371 0.41556 -1.31612 -0.136
H -0.41561 1.58566 4.33507 0.020
C 2.48994 2.11006 1.87500 -0.035
H -4.40837 2.01552 -1.73795 0.088
C -3.93461 -0.43546 -2.67038 -0.018
N 0.36158 -0.68595 2.74489 -0.186
H -1.12719 -1.57190 -4.61536 0.140
H -2.51910 -5.47258 1.22435 0.128
S -1.10595 -0.58603 4.90655 0.894
H -3.63459 -4.62847 3.31041 0.130
C -2.32434 -2.94342 3.45578 -0.019
C 5.72090 -1.37582 0.14871 -0.060
N 2.30322 -0.24104 1.17920 -0.163
C -2.80482 -4.09052 2.86249 -0.009
O -1.41502 2.18349 0.34927 -0.117
H -0.63025 -4.15731 0.31476 0.076
H -5.54156 0.94440 -0.90405 0.105
C 3.73170 -0.46283 1.15418 -0.339
S 1.84210 -3.36444 0.60738 0.209
H 2.56772 4.09685 2.63858 0.123
C 2.06950 3.13405 2.68506 -0.052
H -4.90626 -1.44225 -0.42848 0.104
C 1.00577 2.93028 3.56376 -0.071
C -1.16235 -3.83383 1.18534 -0.157
C -1.03637 3.51971 -0.27192 -0.550
H 3.41523 -0.41119 -2.93796 0.128
H -2.99277 3.95177 -1.08897 0.084
H -5.00597 -0.61703 -2.77503 0.104
H -3.85473 -0.68481 0.77599 0.090
O 0.27718 0.49939 -0.62476 -0.291
H 3.31454 2.24997 1.18827 0.138
C -3.64756 0.05208 -1.26902 -0.554
P -1.16138 0.74500 -0.16597 0.344
N -0.66353 -1.11286 3.42086 -0.511
C -1.22277 4.49854 0.86281 -0.014
H -2.27518 4.54503 1.16091 0.099
C 5.84459 -0.36808 2.31139 -0.067
O -0.68597 -0.86843 -6.85307 0.078
Sb 2.30486 -2.78022 2.91565 0.692
H 4.01347 0.35523 3.12004 0.114
S 1.14455 -4.24295 4.12822 -0.115
H 6.19228 -1.88153 -0.68758 0.112
H -1.90072 3.11409 -2.21838 0.091
C 0.80411 0.64686 2.81755 -0.208
H 0.52150 2.83975 -1.62966 0.090
C 0.38040 1.71150 3.63776 -0.046
H -2.72976 -2.56717 4.38007 0.084
C -2.19988 -4.55764 1.71017 -0.007
```

--- 2 ---
Formula: C32H35N5O8PS3SbW
Source: the OMol25 dataset
Level of theory: the ωB97M-V functional and the def2-TZVPD basis

Its spin multiplicity is 2. As for the charge: +1. For the frontier orbital gap (alpha / beta), the calculation gives 6.221 / 6.117 eV. The calculation puts the LUMO energy (alpha / beta) at -4.30 / -4.56 eV.

Geometry as XYZ:
```
86
Properties=species:S:1:pos:R:3:lowdin_charge:R:1
H -6.04082 -2.67964 -0.72577 0.100
H -4.54269 2.67217 -2.81135 0.103
C -3.89602 0.64414 -2.93547 -0.570
C -5.10081 0.15424 -3.71477 -0.017
C 0.75938 -0.18295 -2.38589 -0.205
C -3.97044 -3.17996 -0.42690 -0.581
C 0.57563 4.00430 0.13237 -0.130
H 3.13703 2.34150 1.60485 0.120
H 3.33680 -1.79317 1.87525 0.126
C 3.08504 4.46169 1.26855 0.021
H -5.94471 -0.01258 -3.04596 0.097
H 1.25438 5.58314 -4.09679 0.115
C 1.96959 3.56080 -3.63022 -0.017
H -5.00453 -3.46951 1.43810 0.087
C 1.74910 -2.46944 -3.75716 -0.056
N 2.85653 6.87315 0.81249 -0.355
C 1.72151 2.37881 -3.04930 0.000
C 1.45562 -1.20717 -1.70365 -0.179
C -2.68933 0.84236 -3.83029 -0.015
C -0.08086 4.55928 -2.84380 -0.027
C -0.44712 3.32112 -2.07442 -0.145
C 1.97445 -2.29973 -2.41453 -0.005
H -4.86962 -0.77610 -4.23336 0.093
C 2.87435 -0.82536 3.76853 -0.016
H -2.96046 -4.75600 -1.46500 0.101
C 1.31934 2.93436 0.64463 -0.321
H -5.04589 1.68425 -1.43451 0.106
C 0.50521 2.14171 -2.28629 -0.195
O 3.94222 7.03441 1.32992 0.087
H -0.76956 5.39188 -2.76175 0.129
H -1.87572 -3.67537 -0.57311 0.089
C 1.02708 4.66748 -3.56869 -0.050
C -4.22742 1.88446 -2.12677 -0.014
H 0.03072 0.39089 -4.30174 0.114
O 0.88446 1.68562 0.60105 -0.329
C -2.77322 -3.71791 -1.19020 -0.024
O 2.17701 7.75539 0.32618 0.081
H -3.29066 -3.90298 1.48262 0.077
H -3.37306 2.23291 -1.54709 0.058
W -0.75819 0.51702 0.71992 1.427
H -1.42079 2.98645 -2.45166 0.140
H -1.27837 4.67827 -0.64320 0.159
H -5.51918 -4.16275 -1.53800 0.099
N 1.80914 -1.25919 -0.35635 0.170
N 0.18375 0.97764 -1.82255 0.091
H 2.13307 -3.33699 -4.27351 0.114
O -2.86320 0.57433 0.25595 -0.498
O -3.57230 -0.47975 -2.03418 -0.118
C -4.19335 -3.92694 0.87281 -0.020
H 4.05419 4.66949 1.69820 0.126
C 2.32674 5.50498 0.76193 -0.135
S -1.60945 2.51654 1.65132 0.656
H 2.90417 3.70629 -4.15734 0.119
O -1.36911 -0.90746 -0.75179 -0.408
H -4.45036 -4.96451 0.65750 0.098
N 1.12280 -0.68214 0.48562 -0.053
H 0.18318 1.20569 4.16524 0.103
H 3.71924 -1.23719 4.30248 0.122
Sb -2.82910 0.20068 3.54464 0.520
C 1.57506 -0.59093 1.82457 -0.339
C 1.08247 5.28994 0.20415 0.067
C 2.67364 -1.14577 2.43102 0.040
O -1.55739 2.74633 -0.04350 -0.590
P -2.89029 -0.66141 -0.65815 0.268
N 0.70949 0.20555 2.44666 -0.120
H 2.54934 -3.02173 -1.84957 0.121
C -0.70116 3.74905 -0.61110 -0.279
H -2.50969 -0.04910 -4.43200 0.098
H 0.84857 -1.57402 -5.49540 0.118
C 0.90291 0.53599 3.71240 -0.111
C 0.57014 -0.37364 -3.75850 -0.025
S -4.89336 -0.52573 3.42945 -0.120
C 2.57525 3.18134 1.21611 0.030
C 1.03281 -1.48544 -4.43294 -0.034
H -1.80945 1.02626 -3.21603 0.049
H -2.59912 -3.15075 -2.10727 0.086
O -3.69112 -1.79273 0.01225 -0.178
H -5.05636 -2.58771 -2.19963 0.072
H 2.13769 0.30871 5.44555 0.121
H 2.44653 1.57837 -3.10293 0.124
S -1.51956 -1.30406 2.13943 0.121
C -5.22563 -3.14537 -1.27943 -0.012
H -2.85138 1.68936 -4.49858 0.107
C 1.99165 0.03196 4.41186 -0.009
H -5.38518 0.90233 -4.45499 0.099
H 0.52278 6.13336 -0.17787 0.136
```

Stability ranking, top and bottom: 1 is the most stable and 2 is the least stable.

--- 1 ---
Formula: C2H6O2
Source: the OMol25 dataset
Level of theory: the ωB97M-V functional and the def2-TZVPD basis

As for the charge: 0. For the frontier orbital gap, the calculation gives 11.048 eV. As for the SMILES: OCCO. The calculation puts the LUMO energy at 0.84 eV.

Geometry as XYZ:
```
10
Properties=species:S:1:pos:R:3:lowdin_charge:R:1
H -1.18756 1.25792 -0.01769 0.123
H -0.58196 0.32302 -1.45903 0.137
O -1.28239 -0.80955 0.02105 -0.070
C -0.62304 0.37053 -0.34926 -0.284
H 0.62229 -1.51131 -0.28228 0.071
C 0.77268 0.40512 0.18512 -0.217
H 1.47640 1.20480 -0.19155 0.130
H -1.42999 -0.85130 0.97318 0.103
H 0.84703 0.50808 1.31625 0.124
O 1.38653 -0.89731 -0.19578 -0.115
```

--- 2 ---
Formula: C2H6O2
Source: the OMol25 dataset
Level of theory: the ωB97M-V functional and the def2-TZVPD basis

As for the charge: 0. For the frontier orbital gap, the calculation gives 11.856 eV. As for the SMILES: O=CO.C. The calculation puts the LUMO energy at 0.81 eV.

Geometry as XYZ:
```
10
Properties=species:S:1:pos:R:3:lowdin_charge:R:1
H 2.98047 -0.54435 -2.16004 0.016
O -1.47373 -0.74674 0.86352 0.074
H 1.31160 -0.59201 -2.71907 0.017
H -2.28849 -0.23587 0.75608 0.119
H 1.87673 0.65291 -1.52193 0.017
H 1.77995 -1.04272 -1.03154 0.005
C 1.94132 -0.37393 -1.86969 -0.045
O -0.38302 1.21328 0.55255 0.071
H 0.42802 -0.46290 1.35317 0.135
C -0.41514 0.07441 0.91482 -0.410
```

--- 3 ---
Formula: C2H6O2
Source: the OMol25 dataset
Level of theory: the ωB97M-V functional and the def2-TZVPD basis

As for the charge: 0. For the frontier orbital gap, the calculation gives 10.288 eV. As for the SMILES: C=CO.O. The calculation puts the LUMO energy at 0.69 eV.

Geometry as XYZ:
```
10
Properties=species:S:1:pos:R:3:lowdin_charge:R:1
O 0.21708 -0.78376 0.89002 -0.028
H -0.13655 1.15013 -0.64809 0.049
H -2.30768 0.50148 -0.41673 0.023
C 1.21643 -0.07790 0.26436 -0.264
O -2.60290 -0.38165 -0.14758 -0.071
C 0.90467 0.86389 -0.60830 0.020
H 0.58126 -1.61781 1.20198 0.103
H 2.20803 -0.25781 0.64215 0.107
H 1.67631 1.45712 -1.06285 0.053
H -1.75666 -0.85369 -0.11495 0.008
```

--- 4 ---
Formula: C2H6O2
Source: the OMol25 dataset
Level of theory: the ωB97M-V functional and the def2-TZVPD basis

As for the charge: 0. For the frontier orbital gap, the calculation gives 9.010 eV. As for the SMILES: OCCO. The calculation puts the LUMO energy at 0.90 eV.

Geometry as XYZ:
```
10
Properties=species:S:1:pos:R:3:lowdin_charge:R:1
O -1.27299 1.26892 -0.28802 -0.063
H -1.03589 1.58035 -1.17836 0.097
H -1.32675 -0.31802 0.85673 0.085
C -0.85152 -0.08263 -0.06737 -0.156
H 1.26358 -0.89518 1.35718 0.076
C 0.80576 -0.87355 0.33973 -0.099
O 1.02466 0.47282 -0.25769 -0.199
H 1.03456 1.10080 0.46675 0.079
H 1.46650 -1.54928 -0.26666 0.085
H -1.03312 -0.67506 -0.94382 0.095
```

Stability ranking, top and bottom: 2 is the most stable and 4 is the least stable.

--- 1 ---
Formula: C9H10N2
Source: the OMol25 dataset
Level of theory: the ωB97M-V functional and the def2-TZVPD basis

As for the charge: 0. For the frontier orbital gap, the calculation gives 8.094 eV. The calculation puts the LUMO energy at -0.14 eV.

Geometry as XYZ:
```
21
Properties=species:S:1:pos:R:3:lowdin_charge:R:1
H 0.06672 2.49467 1.92105 0.114
N 4.33820 -0.17307 -1.96909 0.147
C -1.43318 0.21142 0.07713 -0.290
H 0.15335 2.98146 -0.64898 0.172
C -2.36250 -0.70933 -0.08218 -0.130
H -2.61604 -1.21908 0.83056 0.113
H -3.65217 -1.91572 -1.35992 0.064
H 2.47818 -1.72966 1.62107 0.063
H -0.70551 0.03015 2.18653 0.086
N -0.27800 2.10147 -0.20363 -0.047
C 3.18548 -1.18492 1.01490 0.053
H -3.86442 -0.05124 -1.24036 0.143
C -0.99857 1.25511 -0.93536 -0.011
H -2.37899 -1.00508 -2.21829 0.107
H 4.16797 -1.35517 1.36735 0.065
C -0.75208 0.59929 1.31283 -0.073
C -0.23469 1.81350 1.13847 -0.137
C 3.56663 -0.23613 -1.12132 -0.245
C 2.69906 -0.55742 -0.04075 -0.158
C -3.09502 -0.97148 -1.31899 -0.103
H 1.71558 -0.37874 -0.33100 0.068
```

--- 2 ---
Formula: C9H10N2
Source: the OMol25 dataset
Level of theory: the ωB97M-V functional and the def2-TZVPD basis

As for the charge: 0. For the frontier orbital gap, the calculation gives 7.982 eV. As for the SMILES: CC1=c2[nH]cnc2=C[C@@H]2C[C@H]12. The calculation puts the LUMO energy at 0.84 eV.

Geometry as XYZ:
```
21
Properties=species:S:1:pos:R:3:lowdin_charge:R:1
N 2.33841 0.64805 -0.69628 0.081
C 0.76186 -1.49114 1.65115 0.000
C -0.72935 1.70613 -1.00328 -0.045
C -1.09940 -0.18114 0.57358 -0.197
H 2.36780 1.45344 -1.31259 0.147
C -1.37461 -1.52623 0.15872 -0.101
C 1.55661 -0.94590 0.70802 -0.185
H -1.51274 2.14020 -0.36727 0.084
H 4.39985 0.06023 -0.47144 0.117
H 1.15564 -2.11205 2.39948 0.095
C 1.14893 0.19810 -0.20884 -0.188
C -0.08531 0.66329 -0.19216 -0.207
C 3.37192 -0.21555 -0.29152 -0.156
H -2.44608 -1.80380 0.20247 0.113
H -0.01255 2.48626 -1.25748 0.079
H -1.93720 0.50393 0.89339 0.150
H -1.25129 -1.65887 2.40843 0.130
H -1.21765 1.33411 -1.84647 0.066
C -0.68816 -1.35458 1.52226 -0.174
N 2.97194 -1.07081 0.58638 0.086
H -0.99716 -2.20162 -0.56169 0.106
```

--- 3 ---
Formula: C9H10N2
Source: the OMol25 dataset
Level of theory: the ωB97M-V functional and the def2-TZVPD basis

As for the charge: 0. For the frontier orbital gap, the calculation gives 6.965 eV. As for the SMILES: Cc1cccnccccn1. The calculation puts the LUMO energy at -0.17 eV.

Geometry as XYZ:
```
21
Properties=species:S:1:pos:R:3:lowdin_charge:R:1
C 1.33561 -1.05845 1.59191 -0.110
H -0.05567 -2.46875 2.60880 0.079
C 0.73246 2.02077 0.43807 -0.008
C 0.82998 0.30579 -1.50325 -0.051
H -1.86066 -2.16061 1.23978 0.094
N 1.55021 -0.28406 0.57084 0.097
C -1.26748 -0.43064 0.33995 -0.171
N -1.98944 -0.34657 -0.74295 0.075
H 0.47761 1.81795 1.50977 0.120
C -1.05933 -1.49414 1.22024 -0.067
C 0.07710 -1.67078 1.94242 -0.080
H -2.36180 0.54102 -2.66200 0.102
C 0.91728 0.68285 -0.10091 -0.389
C -1.68293 0.35621 -1.81220 -0.153
H -0.25717 0.11110 -3.33151 0.099
H 1.68015 2.70193 0.35569 0.144
C -0.32109 0.34534 -2.26120 -0.116
H -0.56553 0.35079 0.57753 0.057
H 0.07194 2.53839 -0.09022 0.037
H 2.11615 -1.51535 2.15518 0.099
H 1.63263 -0.34280 -2.04593 0.143
```

Stability ranking, top and bottom: 2 is the most stable and 3 is the least stable.